# 1
Below is a molecular structure, C2H10O4Rb at a distorted geometry, with properties calculated with ωB97M-V/def2-TZVPD.

Each line ends with the Mulliken charge.
Cartesian coordinates (Å):
Rb1 0.19 -0.91 0.53  0.8009
O1 0.75 -2.04 -1.00  -0.6294
H1 1.38 -2.10 -1.72  0.3079
H2 -0.09 -2.24 -1.40  0.3670
O2 1.14 -2.16 1.75  -0.6798
H3 0.70 -1.90 2.56  0.3672
H4 2.03 -1.81 1.84  0.3711
C1 -0.13 1.63 -0.78  -0.6600
C2 -1.35 1.41 0.10  -0.3205
O3 -1.12 0.39 1.03  -0.4877
O4 0.16 0.53 -1.58  -0.4805
H5 0.71 1.71 -0.09  0.3629
H6 -0.20 2.63 -1.21  0.3963
H7 -2.20 1.13 -0.52  0.2614
H8 -1.61 2.30 0.67  0.4199
H9 -1.37 0.83 1.85  0.2979
H10 1.00 0.62 -2.04  0.3053

- Net charge: +1
- Highest occupied orbital energy: -13.34 eV
- Frontier orbital gap: 9.87 eV
- Maximum force: 0.2529 hartree/bohr
- E_tot: -406.6909 Eh
- Spin multiplicity: 1

# 2
Below is a molecular structure, C2H11MgN6 at a distorted geometry, with properties calculated with ωB97M-V/def2-TZVPD.

Each line ends with the natural charge from an NBO analysis.
Cartesian coordinates (Å):
C1 -0.93 0.54 -1.95  -1.4644
Mg1 -0.06 0.53 -0.32  1.5917
N1 0.83 -1.44 -1.04  -1.1207
H1 -1.27 1.12 1.33  -0.4717
H2 1.71 1.38 -0.52  -0.8092
H3 -1.26 1.69 -1.95  0.1792
H4 -1.82 -0.05 -2.45  0.1797
H5 -0.08 0.61 -2.76  0.1834
H6 0.42 -2.13 -0.40  0.3624
H7 1.78 -1.18 -0.71  0.3908
H8 0.89 -1.79 -2.01  0.3816
N2 0.19 0.29 4.86  -0.6464
N3 0.05 -0.36 3.60  0.0898
N4 0.94 -1.37 3.35  -0.3916
C2 0.98 -1.32 2.05  0.1558
N5 0.30 -0.37 1.51  -0.4893
N6 -0.25 0.36 2.59  -0.0606
H9 -0.62 0.91 4.99  0.3741
H10 0.35 -0.37 5.57  0.3686
H11 1.61 -2.08 1.52  0.1968

- Net charge: -1
- Highest occupied orbital energy (alpha / beta): -2.92 / -1.90 eV
- Frontier orbital gap (alpha / beta): 6.39 / 5.21 eV
- Maximum force: 0.1354 hartree/bohr
- E_tot: -611.1786 Eh
- Spin multiplicity: 1

What is the spin multiplicity in the second record?
1